DFT (ωB97M-V with the def2-TZVPD basis set) results for an isolated molecule of C4H6O2 in a non-equilibrium geometry.

Properties
Molecular weight ... 86.09 g/mol
E_HOMO (alpha / beta) ... -8.21 / -7.37 eV
Gap between HOMO and LUMO (alpha / beta) ... 0.3331 / 0.2784 Eh
Energy relative to the best compared isomer or geometry (same formula, charge and spin) ... 6.7074 eV
LUMO (alpha / beta) ... 0.9 / 0.2 eV

Geometry as XYZ:
```
12
Properties=species:S:1:pos:R:3:forces:R:3:lowdin_charge:R:1
C 2.539 0.693 -0.043 -0.3 2.0 0.3 -0.148
C -1.144 0.191 -0.103 1.8 4.8 0.1 -0.222
C 1.353 -0.021 0.516 0.6 0.0 1.7 -0.155
C -2.200 -0.720 0.031 0.1 -2.6 -0.6 -0.089
O 2.469 -0.679 -0.037 -2.0 -1.9 -0.7 -0.002
O 0.082 -0.257 0.001 2.2 -1.1 -0.6 0.007
H 2.145 1.237 -0.866 0.4 0.2 -1.7 0.085
H 3.497 1.120 0.320 -1.2 -0.1 0.7 0.121
H -1.337 1.311 0.000 0.6 -1.5 -0.1 0.145
H -2.311 -0.957 1.066 -0.1 -0.9 1.0 0.086
H -1.983 -1.592 -0.617 -0.3 0.0 0.7 0.111
H -3.110 -0.328 -0.266 -1.8 1.0 -0.7 0.059
```
Positions in Å, forces in eV/Å.

***

DFT (ωB97M-V with the def2-TZVPD basis set) results for an isolated molecule of C12H17NO in a non-equilibrium geometry.

Properties
Molecular weight ... 191.27 g/mol
E_HOMO ... -9.20 eV
Gap between HOMO and LUMO ... 0.3646 Eh
Energy relative to the best compared isomer or geometry (same formula, charge and spin) ... 3.5948 eV
LUMO ... 0.7 eV

Geometry as XYZ:
```
31
Properties=species:S:1:pos:R:3:forces:R:3:lowdin_charge:R:1
C 0.313 0.869 2.390 -1.9 2.9 -1.0 -0.281
C 0.578 0.457 0.956 -1.1 -3.3 -1.2 -0.190
C 1.102 -1.052 1.055 1.5 1.2 2.3 -0.386
C 2.129 -1.419 0.024 0.5 0.8 -0.5 -0.162
C 2.021 -0.598 -1.288 1.9 -3.9 -1.8 -0.206
C 0.671 -0.870 -1.934 -2.7 -1.3 -0.7 -0.142
C -0.529 -0.043 -1.372 1.4 0.2 -0.1 -0.168
C -1.416 0.405 -2.330 -0.6 -0.6 -0.1 -0.057
C -2.495 1.238 -2.014 -0.6 -1.7 -4.0 -0.093
C -2.636 1.674 -0.763 1.0 1.2 2.4 -0.103
C -1.662 1.429 0.213 0.8 -3.3 -3.0 0.008
C -0.628 0.456 -0.051 0.0 3.1 0.4 -0.122
H -1.601 0.479 3.052 2.3 -1.3 0.4 0.109
H -0.530 -0.846 2.852 -0.6 0.2 0.7 0.056
H 1.262 0.668 2.707 2.6 0.5 1.9 0.068
H 0.025 1.988 2.418 0.8 -1.6 0.3 0.142
H 1.403 0.925 0.457 0.3 1.2 0.3 0.128
H 1.647 -1.163 2.045 -0.7 0.2 -0.7 0.153
H -0.610 -1.112 0.797 -0.9 -2.3 0.3 0.074
H 1.881 -2.441 -0.244 0.4 -0.3 -0.1 0.110
H 3.175 -1.373 0.436 -1.0 0.0 -0.3 0.132
H 2.473 0.390 -1.348 -0.5 0.2 0.3 0.110
H 2.737 -1.281 -1.930 -1.0 1.6 0.7 0.138
H 0.574 -0.681 -3.077 0.8 -0.3 1.9 0.122
H 0.359 -2.047 -1.805 1.0 2.8 -0.2 0.173
H -1.281 -0.007 -3.340 -0.3 0.5 0.4 0.112
H -3.219 1.385 -2.890 0.9 0.3 1.7 0.136
H -3.343 2.387 -0.446 -1.3 0.6 -0.1 0.093
H -1.770 1.947 1.092 0.1 0.9 2.2 0.071
N -0.593 0.107 3.239 -2.2 0.5 -1.4 0.017
O -0.035 -1.874 1.098 -0.9 1.1 -0.8 -0.043
```
Positions in Å, forces in eV/Å.

***

DFT (ωB97M-V with the def2-TZVPD basis set) results for the ion C4H11N4 with charge +1 in a non-equilibrium geometry.

Properties
Molecular weight ... 115.16 g/mol
E_HOMO ... -13.81 eV
Gap between HOMO and LUMO ... 0.3926 Eh
Energy relative to the best compared isomer or geometry (same formula, charge and spin) ... 1.4339 eV
Charge ... +1
LUMO ... -3.1 eV

Geometry as XYZ:
```
19
Properties=species:S:1:pos:R:3:forces:R:3:lowdin_charge:R:1
C 1.391 1.158 -0.301 -1.5 3.6 1.2 -0.120
C 1.351 -1.230 0.128 0.8 -0.8 0.4 -0.135
C -0.735 -0.156 -0.062 -2.2 3.0 -0.5 -0.582
C -1.943 0.330 0.750 2.4 -0.2 1.2 0.015
N 0.109 1.145 -0.199 -2.7 0.0 0.4 0.122
N 0.029 -1.141 0.571 -1.1 0.6 1.8 0.050
N 2.059 0.076 -0.101 -1.3 -1.9 -0.4 0.142
N -1.147 -0.473 -1.375 -0.2 -1.4 1.2 0.147
H 1.653 2.254 -0.313 1.5 -1.6 -0.4 0.193
H 1.903 -1.785 0.868 0.4 0.0 0.2 0.145
H 1.244 -1.913 -0.687 1.2 0.2 -1.6 0.129
H -1.465 0.663 1.666 -0.3 0.1 0.7 0.092
H -2.576 -0.475 0.972 -1.0 -1.1 0.1 0.085
H -2.479 1.184 0.410 -0.4 0.4 -1.0 0.086
H -0.476 2.010 -0.128 1.3 -1.0 -0.4 0.179
H -0.097 -1.150 1.581 0.1 0.2 -0.3 0.154
H 3.020 0.089 -0.152 2.4 -0.1 -0.1 0.133
H -0.346 -0.897 -1.746 0.8 -0.7 -2.0 0.065
H -1.494 0.311 -1.880 -0.1 0.4 -0.5 0.100
```
Positions in Å, forces in eV/Å.

***

DFT (ωB97M-V with the def2-TZVPD basis set) results for the ion C3H2O2P3 with charge -1 in a non-equilibrium geometry.

Properties
Molecular weight ... 162.97 g/mol
E_HOMO ... -2.48 eV
Gap between HOMO and LUMO ... 0.2270 Eh
Energy relative to the best compared isomer or geometry (same formula, charge and spin) ... 1.9416 eV
Charge ... -1
LUMO ... 3.7 eV

Geometry as XYZ:
```
10
Properties=species:S:1:pos:R:3:forces:R:3:lowdin_charge:R:1
C 0.188 1.023 -1.297 3.3 -1.3 1.5 -0.537
C -1.664 -0.385 1.872 -1.0 0.0 0.3 -0.807
C 1.223 1.726 -0.911 -2.7 -1.7 -1.0 -0.413
O 2.129 2.240 -0.455 2.7 1.7 1.2 0.123
O -2.335 0.545 2.083 0.3 0.6 -0.1 -0.001
P 0.484 -0.788 -1.512 -0.2 0.1 0.1 0.335
P -1.050 -1.879 1.677 -0.1 -0.8 0.2 0.487
P 0.823 -1.356 0.500 0.8 1.7 0.2 0.128
H -0.520 1.418 -1.858 -3.3 2.0 -2.1 -0.038
H 0.722 -2.543 -0.100 0.3 -2.4 -0.3 -0.278
```
Positions in Å, forces in eV/Å.

***

- The lowest energy relative to the best compared isomer or geometry (same formula, charge and spin) belongs to which entry?
  C4H11N4